{"formula": "C48H41N3O8P2Pd", "method": "ωB97M-V with the def2-TZVPD basis set", "symbols": ["C", "C", "C", "C", "O", "P", "O", "C", "C", "C", "C", "C", "C", "O", "C", "C", "C", "C", "C", "C", "Pd", "P", "O", "C", "C", "C", "C", "C", "C", "O", "C", "C", "C", "C", "C", "C", "O", "C", "C", "C", "C", "C", "C", "C", "C", "C", "C", "C", "C", "C", "C", "C", "C", "C", "H", "H", "H", "H", "H", "H", "H", "H", "H", "H", "H", "H", "H", "H", "H", "H", "H", "H", "H", "H", "H", "H", "H", "H", "H", "H", "H", "H", "H", "H", "H", "H", "H", "H", "H", "H", "H", "H", "H", "N", "C", "N", "C", "N", "O", "O", "C", "H", "H"], "coordinates": [[-0.23864, -1.20599, 5.12559], [1.13643, -1.38107, 4.95515], [1.86100, -0.52223, 4.12416], [1.15380, 0.44992, 3.42204], [1.78439, 1.15256, 2.36707], [2.16079, 0.50587, 0.92931], [3.08238, 1.64711, 0.24593], [3.39216, 2.93295, 0.70076], [4.74221, 3.26820, 0.81089], [5.06413, 4.47864, 1.43020], [4.04847, 5.32832, 1.87626], [2.70615, 5.01146, 1.65296], [2.36247, 3.80424, 1.04209], [3.24684, -0.62926, 1.36269], [4.51258, -0.83929, 0.81063], [5.52045, -1.25869, 1.67880], [6.82216, -1.36320, 1.18012], [7.08626, -1.06072, -0.15709], [6.05174, -0.68991, -1.01756], [4.74265, -0.58962, -0.53771], [0.40983, -0.18369, -0.33669], [-1.75191, 0.16938, 0.34471], [-2.30964, -0.59640, 1.67564], [-3.55204, -0.49704, 2.34336], [-4.16915, -1.67949, 2.73078], [-5.46864, -1.61137, 3.23580], [-6.10201, -0.37406, 3.37319], [-5.43792, 0.80718, 3.04168], [-4.12105, 0.75076, 2.57670], [-2.12596, 1.74104, 0.56542], [-2.90894, 2.53007, -0.29447], [-3.93138, 3.27848, 0.28533], [-4.90482, 3.82219, -0.55564], [-4.79152, 3.67009, -1.93896], [-3.69432, 3.00697, -2.49759], [-2.71937, 2.44728, -1.66992], [-2.84925, -0.27594, -0.76837], [-3.73022, -1.36328, -0.72825], [-5.08157, -1.07143, -0.90194], [-6.00216, -2.09701, -0.68104], [-5.55805, -3.37667, -0.34825], [-4.19331, -3.65537, -0.25593], [-3.25463, -2.64136, -0.45979], [0.53911, -2.02091, -1.49177], [1.39920, -3.01129, -0.81634], [0.88308, -3.72990, 0.27754], [1.66145, -4.69086, 0.91750], [2.98292, -4.90676, 0.50654], [3.52703, -4.13814, -0.52855], [2.73237, -3.22505, -1.22001], [1.03209, -0.95998, -2.30958], [0.11755, 0.02051, -2.73241], [-0.19289, 0.71110, 3.65889], [-0.89630, -0.14483, 4.50503], [-0.80659, -1.88743, 5.76350], [1.65930, -2.18255, 5.48017], [2.94255, -0.60131, 4.03082], [5.50038, 2.57631, 0.43999], [6.11333, 4.74435, 1.56422], [4.30413, 6.25469, 2.39403], [1.91081, 5.69266, 1.95490], [1.32624, 3.53828, 0.82799], [5.27148, -1.46521, 2.72088], [7.62471, -1.67639, 1.85112], [8.10821, -1.12116, -0.53613], [6.24299, -0.46697, -2.06957], [3.91843, -0.32817, -1.20609], [-3.63644, -2.62231, 2.60330], [-5.97210, -2.53524, 3.52179], [-7.12525, -0.33220, 3.75581], [-5.91645, 1.78214, 3.14958], [-3.54322, 1.65138, 2.39214], [-3.97860, 3.38492, 1.36905], [-5.74505, 4.36046, -0.11103], [-5.56223, 4.08441, -2.59194], [-3.58231, 2.91479, -3.58033], [-1.83705, 1.94930, -2.07780], [-5.37043, -0.05262, -1.16881], [-7.06642, -1.87880, -0.77662], [-6.28411, -4.16996, -0.15721], [-3.84278, -4.66123, -0.02055], [-2.18004, -2.82792, -0.39719], [-0.53101, -2.24291, -1.57035], [-0.13042, -3.50842, 0.62308], [1.23746, -5.27047, 1.73886], [3.59006, -5.67038, 0.99602], [4.57740, -4.25331, -0.80887], [3.13589, -2.66440, -2.06598], [2.08073, -0.93395, -2.58988], [-0.92842, -0.23995, -2.88067], [0.46599, 0.92134, -3.23115], [-0.66889, 1.56081, 3.17024], [-1.95775, 0.03750, 4.68044], [0.07539, 0.88906, -5.29318], [-0.55335, 0.37957, -6.40908], [0.09876, 0.63100, -7.57132], [1.19801, 1.33978, -7.15575], [2.18561, 1.79169, -8.06011], [3.15696, 2.41506, -7.57784], [2.04708, 1.55073, -9.26261], [1.20154, 1.51103, -5.75763], [-1.49589, -0.16958, -6.37504], [1.96539, 2.05805, -5.23005]], "forces_ev_per_a": [[-0.1, -0.1, 0.0], [0.0, 0.3, 0.1], [-0.3, -0.2, 0.1], [0.1, 0.0, -0.9], [0.5, 0.2, 0.7], [0.9, 0.0, 0.6], [-0.5, 0.1, 0.1], [0.1, -0.1, 0.3], [-0.4, 0.1, 0.3], [-0.2, -0.1, -0.2], [0.0, 0.1, 0.0], [0.1, -0.2, -0.2], [0.4, 0.2, 0.0], [0.3, -0.1, 0.0], [-0.3, 0.3, 0.3], [0.0, 0.2, -0.4], [-0.3, -0.1, 0.0], [0.1, 0.0, -0.1], [-0.3, -0.1, 0.1], [0.4, -0.2, -0.1], [-0.5, 0.0, -0.9], [-1.1, -0.5, 0.5], [0.1, 0.4, 0.3], [0.4, 0.2, -0.6], [-0.1, 0.1, -0.2], [0.3, 0.1, 0.1], [-0.3, 0.0, 0.0], [0.4, -0.2, 0.2], [-0.3, -0.1, 0.0], [0.3, 0.1, -0.2], [-0.2, -0.5, 0.1], [-0.1, -0.2, -0.4], [0.3, 0.1, 0.1], [-0.1, 0.0, -0.1], [0.2, 0.1, 0.1], [-0.3, 0.3, 0.0], [-0.2, -0.2, -0.4], [0.2, 0.6, 0.4], [0.2, -0.3, 0.2], [0.2, 0.2, -0.2], [0.0, -0.2, 0.1], [0.1, 0.1, -0.2], [-0.4, 0.0, 0.0], [0.1, 0.2, -0.6], [0.0, 0.1, 0.0], [0.1, 0.0, -0.2], [0.1, 0.1, -0.1], [-0.2, 0.3, 0.0], [-0.1, 0.0, -0.2], [-0.2, 0.1, 0.4], [-0.2, -0.6, -0.2], [0.4, -0.7, 0.0], [0.2, -0.2, 0.0], [0.2, 0.3, 0.2], [0.2, 0.2, -0.2], [-0.2, 0.3, -0.1], [-0.3, -0.1, -0.2], [-0.2, 0.2, 0.2], [-0.3, 0.0, 0.0], [-0.1, -0.3, -0.2], [0.3, -0.1, -0.1], [0.3, 0.0, 0.2], [0.1, 0.1, -0.3], [-0.2, 0.1, -0.3], [-0.3, 0.0, 0.1], [0.0, -0.1, 0.4], [0.3, 0.1, 0.3], [-0.3, 0.2, 0.0], [0.1, 0.3, -0.1], [0.3, 0.0, -0.2], [0.1, -0.3, 0.1], [-0.2, -0.3, -0.1], [-0.1, -0.1, -0.4], [0.3, -0.1, -0.2], [0.3, -0.1, 0.2], [-0.1, 0.1, 0.4], [-0.4, 0.0, 0.1], [0.0, -0.3, 0.2], [0.3, -0.2, 0.0], [0.2, 0.3, -0.1], [-0.2, 0.2, -0.1], [-0.4, 0.1, 0.1], [0.3, 0.1, 0.1], [0.3, -0.2, -0.1], [0.2, 0.2, -0.2], [-0.2, 0.3, -0.1], [-0.4, -0.1, 0.0], [0.0, -0.3, 0.3], [-0.1, 0.4, 0.3], [0.1, 0.2, 0.3], [-0.2, 0.0, 0.4], [0.1, -0.3, 0.0], [0.3, -0.1, 0.0], [0.1, 0.1, -0.2], [1.7, 0.9, -0.8], [-0.2, 0.1, 1.4], [-1.2, -0.6, 1.0], [0.8, 0.4, -0.8], [-0.9, -0.6, -0.6], [0.4, 0.4, 1.2], [-0.8, -0.7, -1.8], [0.4, 0.2, 0.1], [-0.2, -0.1, 0.5]], "lowdin_charge": [-0.085, -0.072, -0.016, -0.280, -0.209, 0.762, -0.202, -0.282, -0.001, -0.074, -0.091, -0.071, -0.024, -0.196, -0.297, -0.007, -0.077, -0.094, -0.066, -0.051, 0.463, 0.781, -0.221, -0.284, -0.017, -0.069, -0.089, -0.062, -0.025, -0.224, -0.288, -0.021, -0.073, -0.088, -0.057, -0.023, -0.218, -0.286, 0.007, -0.066, -0.090, -0.077, -0.032, -0.141, -0.220, -0.028, -0.065, -0.061, -0.060, -0.025, -0.230, 0.029, -0.023, -0.078, 0.106, 0.107, 0.113, 0.122, 0.107, 0.104, 0.108, 0.119, 0.118, 0.107, 0.105, 0.114, 0.100, 0.124, 0.109, 0.105, 0.110, 0.090, 0.110, 0.108, 0.106, 0.117, 0.104, 0.128, 0.111, 0.106, 0.110, 0.090, 0.105, 0.108, 0.109, 0.110, 0.116, 0.114, 0.101, 0.080, 0.049, 0.119, 0.107, -0.031, -0.261, 0.092, -0.314, -0.359, -0.004, 0.036, -0.115, 0.083, 0.090], "total_charge": 0, "e_homo_ev": -7.04}

{"formula": "C48H43ClN4O2S2Zn", "method": "ωB97M-V with the def2-TZVPD basis set", "symbols": ["Zn", "C", "C", "C", "C", "C", "C", "C", "C", "N", "C", "C", "C", "C", "N", "C", "C", "C", "C", "C", "C", "C", "C", "H", "H", "H", "H", "H", "H", "H", "H", "H", "H", "H", "H", "H", "H", "H", "H", "H", "H", "H", "H", "H", "H", "H", "H", "S", "C", "C", "C", "C", "C", "C", "N", "C", "C", "C", "C", "C", "C", "C", "C", "N", "C", "C", "C", "C", "C", "S", "C", "H", "H", "H", "H", "H", "H", "H", "H", "H", "H", "H", "H", "C", "C", "C", "C", "C", "C", "H", "H", "H", "H", "H", "Cl", "C", "C", "O", "O", "H", "H"], "coordinates": [[-0.42157, -0.76110, 0.13730], [-1.70893, -2.91245, 2.76065], [-1.99321, -1.65159, 3.51659], [-3.11098, -1.56357, 4.33762], [-3.38566, -0.41994, 5.06841], [-2.51335, 0.65066, 4.99792], [-1.38089, 0.60625, 4.18898], [-0.49125, 1.82663, 4.14361], [-1.13789, -0.54508, 3.43133], [-0.04156, -0.56312, 2.49664], [1.15518, -0.75405, 2.87212], [1.56845, -1.08437, 4.27827], [2.25202, -0.64314, 1.82045], [3.67831, -0.66571, 2.28772], [1.90038, -0.51950, 0.60915], [2.83183, -0.46621, -0.47757], [3.37306, -1.67036, -0.96152], [3.34444, -2.93158, -0.13780], [4.03580, -1.65186, -2.18157], [4.22445, -0.46806, -2.88155], [3.80609, 0.72375, -2.31811], [3.12307, 0.74984, -1.10354], [2.80317, 2.09017, -0.47978], [-2.29823, -3.74143, 3.15254], [-0.66224, -3.20132, 2.79744], [-1.95069, -2.79478, 1.70274], [-3.77203, -2.42193, 4.39737], [-4.26764, -0.36815, 5.69645], [-2.70014, 1.54896, 5.57838], [-0.45195, 2.30206, 5.12439], [-0.88541, 2.56788, 3.44277], [0.53324, 1.59910, 3.84783], [0.69884, -1.16233, 4.92340], [2.24240, -0.32437, 4.68053], [2.10260, -2.03849, 4.29044], [3.90811, -1.62210, 2.76295], [3.85324, 0.11770, 3.02897], [4.35564, -0.51792, 1.45100], [4.15619, -2.91238, 0.59885], [3.49605, -3.81507, -0.75754], [2.41532, -3.04434, 0.40861], [4.43451, -2.58352, -2.57041], [4.73420, -0.47293, -3.83810], [4.01853, 1.66687, -2.81322], [3.71097, 2.69513, -0.43597], [2.42271, 1.98656, 0.53476], [2.06605, 2.64847, -1.06362], [-0.47808, -3.66034, -4.97492], [-0.44662, -4.15709, -6.60687], [-0.36120, -3.09462, -7.45108], [-0.32000, -1.85488, -6.75597], [-0.37148, -1.99196, -5.39746], [-0.36936, -0.92624, -4.37785], [-0.10112, -1.19839, -3.01612], [-0.09352, -0.27776, -2.07421], [-0.36411, 1.00169, -2.41719], [-0.63273, 1.37882, -3.73500], [-0.89752, 2.75851, -4.04168], [-0.87690, 3.69981, -3.07943], [-0.60066, 3.34648, -1.71421], [-0.50611, 4.30001, -0.69237], [-0.20226, 3.91419, 0.59265], [-0.05332, 2.53203, 0.82629], [-0.13215, 1.61607, -0.11142], [-0.37153, 2.00596, -1.37881], [-0.01269, 4.90629, 1.66620], [-0.59576, 6.13376, 1.79809], [-0.14252, 6.85290, 2.93936], [0.78506, 6.16133, 3.65396], [1.11055, 4.63982, 2.94819], [-0.63377, 0.37882, -4.71520], [-0.49166, -5.20845, -6.85090], [-0.32681, -3.18668, -8.52890], [-0.23159, -0.89697, -7.25535], [0.11414, -2.20484, -2.67073], [-1.10960, 3.02680, -5.07070], [-1.06509, 4.74060, -3.31825], [-0.62608, 5.35135, -0.93247], [0.14294, 2.16804, 1.83302], [-1.34809, 6.50762, 1.11243], [-0.49679, 7.83823, 3.21443], [1.29515, 6.45677, 4.55958], [-0.86234, 0.64592, -5.74136], [-5.25691, -0.42645, 0.05409], [-4.59561, -1.42642, -0.65194], [-3.20621, -1.51026, -0.60523], [-2.42653, -0.61157, 0.13579], [-3.12636, 0.38578, 0.82953], [-4.51552, 0.48313, 0.79944], [-6.33897, -0.35948, 0.02361], [-5.16534, -2.14372, -1.23468], [-2.71526, -2.31446, -1.15531], [-2.57595, 1.11233, 1.43212], [-5.01995, 1.26432, 1.36024], [1.47536, -6.19284, -1.33436], [0.34156, -4.81905, -1.47033], [0.26389, -3.95865, -0.20001], [0.41001, -4.49654, 0.88762], [0.03470, -2.71986, -0.46223], [0.66196, -4.22188, -2.31693], [-0.64256, -5.23524, -1.67306]], "forces_ev_per_a": [[0.2, -0.2, 0.0], [0.0, -0.1, -0.1], [0.1, 0.0, 0.0], [0.0, -0.1, 0.0], [0.0, 0.0, 0.0], [0.0, 0.0, 0.0], [0.1, 0.1, -0.1], [-0.1, -0.1, 0.1], [0.1, 0.0, 0.0], [-0.1, 0.0, 0.0], [0.0, -0.1, 0.1], [0.1, 0.0, -0.1], [0.0, 0.0, -0.1], [0.0, 0.0, 0.1], [-0.1, -0.1, 0.1], [0.0, -0.1, 0.0], [0.0, 0.0, 0.1], [0.0, 0.1, -0.1], [0.1, 0.0, 0.0], [0.0, 0.0, 0.0], [0.0, 0.0, 0.0], [-0.1, 0.1, 0.0], [0.1, -0.1, 0.0], [0.0, 0.0, 0.0], [0.1, 0.0, 0.0], [0.0, 0.0, 0.0], [0.0, 0.1, 0.0], [0.1, 0.0, 0.0], [0.0, -0.1, 0.0], [0.0, 0.0, 0.0], [0.0, -0.1, 0.2], [0.0, 0.0, 0.0], [0.0, 0.0, 0.0], [0.0, 0.0, 0.0], [0.0, 0.1, 0.0], [0.0, 0.0, 0.0], [0.0, 0.0, 0.0], [0.0, 0.0, 0.0], [0.0, 0.0, -0.1], [-0.1, 0.0, 0.0], [-0.1, -0.1, 0.1], [0.0, 0.1, 0.0], [0.0, 0.0, 0.1], [0.0, -0.1, 0.0], [0.0, 0.0, 0.0], [0.1, 0.0, -0.1], [0.1, 0.0, 0.1], [0.0, 0.0, 0.1], [0.0, 0.0, 0.0], [0.0, 0.1, 0.0], [0.1, 0.1, -0.2], [0.0, 0.0, 0.2], [0.0, -0.1, 0.0], [0.1, 0.1, 0.1], [-0.1, 0.1, -0.2], [0.0, -0.2, 0.1], [0.0, 0.1, 0.0], [0.0, 0.0, -0.1], [0.0, 0.1, 0.0], [0.0, 0.0, 0.0], [0.0, 0.1, -0.1], [0.0, 0.1, 0.1], [-0.1, -0.2, 0.1], [-0.1, 0.1, 0.0], [-0.1, -0.1, 0.1], [0.1, -0.1, 0.0], [-0.1, 0.1, 0.0], [-0.1, 0.0, -0.1], [0.0, 0.0, 0.0], [0.1, 0.0, -0.1], [-0.1, 0.1, -0.1], [0.0, 0.1, 0.0], [0.0, 0.0, 0.1], [0.0, -0.1, 0.0], [0.0, 0.1, 0.0], [0.0, 0.0, 0.0], [0.0, 0.0, 0.0], [0.0, 0.0, 0.0], [0.0, 0.1, -0.3], [0.1, 0.0, 0.1], [0.0, -0.1, 0.0], [-0.1, 0.0, -0.1], [0.0, 0.0, 0.1], [0.1, 0.0, 0.0], [0.0, 0.1, 0.0], [0.0, 0.0, 0.0], [-0.1, 0.1, 0.1], [0.0, 0.0, 0.0], [0.0, 0.0, 0.0], [0.0, 0.0, 0.0], [0.0, 0.0, 0.0], [0.0, 0.1, 0.1], [-0.1, -0.1, -0.1], [0.0, 0.0, 0.0], [-0.1, 0.1, 0.0], [0.0, 0.0, 0.0], [0.0, 0.2, 0.1], [0.0, 0.3, 0.1], [0.1, -0.2, 0.0], [0.0, 0.0, 0.0], [0.0, 0.0, 0.0]], "lowdin_charge": [0.668, -0.023, -0.201, -0.038, -0.077, -0.055, -0.211, -0.064, -0.198, 0.148, -0.242, 0.004, -0.236, -0.002, 0.138, -0.193, -0.194, -0.017, -0.042, -0.079, -0.054, -0.200, -0.023, 0.087, 0.067, 0.066, 0.113, 0.102, 0.111, 0.088, 0.057, 0.056, 0.089, 0.090, 0.100, 0.095, 0.092, 0.088, 0.086, 0.077, 0.055, 0.114, 0.102, 0.114, 0.090, 0.060, 0.075, 1.074, -0.407, -0.182, -0.126, -0.472, -0.170, -0.043, 0.124, -0.131, -0.124, -0.011, -0.015, -0.131, 0.055, -0.185, -0.105, 0.111, -0.154, -0.477, -0.121, -0.179, -0.406, 1.052, 0.054, 0.069, 0.103, 0.109, 0.081, 0.118, 0.117, 0.130, 0.076, 0.115, 0.105, 0.068, 0.124, -0.116, -0.110, -0.147, -0.219, -0.148, -0.108, 0.091, 0.092, 0.083, 0.076, 0.093, 0.556, -0.505, -0.733, 0.001, -0.130, 0.016, 0.078], "e_above_lowest_ev": 0.000, "total_charge": 0, "e_homo_ev": -7.86}